No. 1
ORCA calculation (ωB97M-V/def2-TZVPD) on a cluster of 2 separate species, C2H8N3 in total.

Output
Kohn-Sham gap = 8.103 eV
ΔE to the lowest compared entry with this formula, charge and spin = 110.3 kcal per mole
E_tot = -244.89184 hartree
LUMO level = -5.925 eV
Max |F| = 3.50 eV Å⁻¹

Geometry as ORCA input:
```
! RIJCOSX wB97M-V def2-TZVPD def2/J DEFGRID3
* xyz 1 1
C -0.19 0.16 -0.71
C 0.76 1.33 -0.88
N -0.19 -0.84 2.60
N -0.63 -0.45 -1.70
N -1.18 -0.81 -2.72
H 0.94 1.75 0.14
H 0.27 2.04 -1.63
H 1.77 0.92 -0.90
H -0.21 -1.44 3.42
H -0.32 -0.33 0.32
H 0.67 -0.36 2.65
H -0.74 -1.69 -3.26
H -0.96 -0.28 2.67
*
```

No. 2
ORCA calculation (ωB97M-V/def2-TZVPD) on a cluster of 2 separate species, C2H4N2O2S in total.

Output
Kohn-Sham gap = 8.183 eV
ΔE to the lowest compared entry with this formula, charge and spin = 129.7 kcal per mole
E_tot = -736.59823 hartree
LUMO level = -0.328 eV
Max |F| = 10.80 eV Å⁻¹

Geometry as ORCA input:
```
! RIJCOSX wB97M-V def2-TZVPD def2/J DEFGRID3
* xyz 0 1
C -0.91 0.30 -0.43
C -0.18 -1.47 1.03
H 1.21 1.64 -1.50
H -1.84 -0.32 -0.21
H 1.80 0.07 1.30
H -1.23 -1.61 0.89
N -1.13 1.35 -1.18
N 0.18 -0.32 0.25
O 1.31 0.09 0.06
O 0.61 -1.85 1.90
S 0.17 2.12 -2.12
*
```

No. 3
ORCA calculation (ωB97M-V/def2-TZVPD) on a structure of composition C20H25ClIrN5O2S.

Output
Kohn-Sham gap = 7.483 eV
ΔE to the lowest compared entry with this formula, charge and spin = 0.0 kcal per mole
E_tot = -2164.12966 hartree
LUMO level = 0.232 eV
Max |F| = 0.08 eV Å⁻¹

Geometry as ORCA input:
```
! RIJCOSX wB97M-V def2-TZVPD def2/J DEFGRID3
* xyz 0 1
Ir 0.92 0.86 0.19
N 2.88 1.56 0.71
C 2.93 1.76 2.18
C 2.02 0.76 2.93
O 2.37 0.38 4.03
O 0.94 0.44 2.32
H 3.56 0.87 0.43
H 3.12 2.42 0.22
H 2.55 2.76 2.40
H 3.94 1.69 2.57
Cl 0.05 3.07 0.28
C -0.36 3.25 -1.43
C -1.21 4.29 -1.78
C -1.55 4.41 -3.11
C -1.06 3.50 -4.04
C -0.21 2.48 -3.64
C 0.16 2.32 -2.30
C 1.08 1.22 -1.83
H -1.59 4.96 -1.03
H -2.22 5.20 -3.43
H -1.33 3.59 -5.08
H 0.16 1.77 -4.36
H 2.11 1.50 -2.09
H 0.86 0.33 -2.42
C -0.73 -4.63 0.50
C 0.66 -5.19 0.19
C 0.92 -5.22 -1.31
C 1.76 -4.45 0.94
N 1.90 -3.07 0.51
C 1.16 -2.01 0.80
N 1.64 -1.00 0.10
N 2.68 -1.46 -0.62
N 2.84 -2.70 -0.38
H -1.50 -5.26 0.04
H -0.86 -3.63 0.09
H -0.92 -4.59 1.57
H 0.70 -6.22 0.57
H 0.86 -4.22 -1.74
H 0.18 -5.84 -1.82
H 1.92 -5.61 -1.54
H 2.73 -4.91 0.77
H 1.56 -4.44 2.02
H 0.34 -1.95 1.49
S -1.20 -0.06 -0.26
C -2.32 0.95 0.67
C -2.21 1.08 2.06
C -3.09 1.91 2.75
C -4.08 2.61 2.07
C -4.20 2.47 0.69
C -3.32 1.65 0.00
H -1.43 0.56 2.58
H -2.99 2.01 3.82
H -4.76 3.25 2.61
H -4.97 3.01 0.16
H -3.39 1.56 -1.08
*
```

No. 4
ORCA calculation (ωB97M-V/def2-TZVPD) on a structure of composition C24H23CaN8OS.

Output
Kohn-Sham gap = 7.481 eV
ΔE to the lowest compared entry with this formula, charge and spin = 0.0 kcal per mole
E_tot = -2517.39142 hartree
LUMO level = -2.874 eV
Max |F| = 0.40 eV Å⁻¹

Geometry as ORCA input:
```
! RIJCOSX wB97M-V def2-TZVPD def2/J DEFGRID3
* xyz 1 1
Ca -0.79 -0.69 1.43
N 0.06 0.71 5.87
C -0.28 0.49 4.59
S 0.74 -0.62 3.71
N -1.37 1.14 4.20
N -1.69 0.96 2.90
C -2.75 1.54 2.49
C -3.20 1.42 1.09
C -4.33 2.13 0.69
C -4.75 2.04 -0.62
C -4.05 1.24 -1.51
C -2.94 0.56 -1.03
N -2.51 0.64 0.23
H 0.90 0.29 6.24
H -0.46 1.38 6.40
H -3.35 2.14 3.17
H -4.85 2.74 1.41
H -5.63 2.58 -0.95
H -4.34 1.13 -2.54
H -2.36 -0.09 -1.68
O -2.18 -2.15 2.75
C -2.52 -3.47 2.37
C -2.40 -3.60 0.87
C -3.14 -4.56 0.19
C -2.95 -4.72 -1.17
C -2.03 -3.90 -1.82
C -1.35 -2.96 -1.07
N -1.52 -2.81 0.25
H -1.89 -2.12 3.68
H -3.54 -3.71 2.68
H -1.84 -4.19 2.84
H -3.85 -5.17 0.73
H -3.51 -5.46 -1.72
H -1.84 -3.99 -2.88
H -0.62 -2.31 -1.53
C 3.26 -0.94 -0.92
C 2.17 -1.08 -0.07
N 1.08 -0.31 -0.17
C 1.06 0.63 -1.11
C 2.10 0.87 -2.00
C 3.22 0.04 -1.89
C 2.00 1.95 -2.99
C 2.97 2.78 -3.34
C 4.34 2.83 -2.76
C 4.58 2.79 -1.40
C 5.90 2.84 -1.00
N 6.91 2.93 -1.86
C 6.56 2.97 -3.15
N 5.33 2.93 -3.65
H 4.11 -1.59 -0.81
H 2.17 -1.82 0.72
H 0.16 1.25 -1.16
H 4.05 0.17 -2.57
H 1.04 2.05 -3.50
H 2.79 3.50 -4.14
H 3.77 2.73 -0.68
H 6.16 2.82 0.06
H 7.37 3.05 -3.86
*
```

No. 5
ORCA calculation (ωB97M-V/def2-TZVPD) on the molecule C3H6ClNS.

Output
Kohn-Sham gap = 9.143 eV
ΔE to the lowest compared entry with this formula, charge and spin = 0.0 kcal per mole
SMILES = C[C@H](Cl)C(N)=S
E_tot = -1031.05240 hartree
LUMO level = 0.614 eV
Max |F| = 2.22 eV Å⁻¹

Geometry as ORCA input:
```
! RIJCOSX wB97M-V def2-TZVPD def2/J DEFGRID3
* xyz 0 1
C -0.46 1.43 0.41
C -0.39 0.30 -0.61
Cl -1.93 -0.62 -0.69
C 0.75 -0.63 -0.23
N 0.48 -1.75 0.42
S 2.30 -0.12 -0.69
H -1.15 2.19 0.08
H -0.76 0.99 1.35
H 0.56 1.88 0.39
H -0.15 0.65 -1.57
H -0.51 -2.01 0.49
H 1.26 -2.32 0.67
*
```

No. 6
ORCA calculation (ωB97M-V/def2-TZVPD) on the molecule C22H26N4O5S.

Output
Kohn-Sham gap = 9.058 eV
ΔE to the lowest compared entry with this formula, charge and spin = 38.3 kcal per mole
SMILES = CCN(CC)S(=O)(=O)c1cc(NC(=O)COC(=O)Cn2cnc3ccccc32)ccc1C
E_tot = -1847.39280 hartree
LUMO level = 0.541 eV
Max |F| = 1.23 eV Å⁻¹

Geometry as ORCA input:
```
! RIJCOSX wB97M-V def2-TZVPD def2/J DEFGRID3
* xyz 0 1
C -5.59 -0.92 -0.11
C -4.90 -0.20 1.04
N -3.64 0.40 0.60
C -3.38 1.75 1.06
C -4.08 2.78 0.16
S -2.32 -0.61 0.84
O -1.85 -0.51 2.20
O -2.68 -1.92 0.38
C -1.09 0.13 -0.24
C 0.06 0.61 0.35
C 1.06 1.17 -0.43
N 2.22 1.62 0.22
C 3.24 2.35 -0.30
O 3.25 2.86 -1.39
C 4.44 2.44 0.66
O 5.04 1.15 0.77
C 4.54 0.31 1.67
O 3.71 0.59 2.50
C 5.05 -1.11 1.39
N 4.27 -1.56 0.27
C 4.63 -1.50 -1.05
N 3.67 -1.81 -1.87
C 2.58 -2.08 -1.07
C 1.29 -2.46 -1.41
C 0.39 -2.65 -0.39
C 0.75 -2.47 0.95
C 2.03 -2.09 1.31
C 2.94 -1.90 0.28
C 0.89 1.24 -1.80
C -0.26 0.74 -2.38
C -1.28 0.17 -1.61
C -2.52 -0.37 -2.24
H -6.53 -1.34 0.23
H -4.95 -1.72 -0.46
H -5.78 -0.23 -0.93
H -4.69 -0.91 1.85
H -5.54 0.59 1.43
H -3.70 1.88 2.10
H -2.30 1.90 1.01
H -3.86 3.78 0.52
H -3.72 2.68 -0.86
H -5.15 2.63 0.17
H 0.15 0.53 1.43
H 2.28 1.35 1.20
H 5.20 3.09 0.23
H 4.13 2.80 1.65
H 6.10 -1.10 1.13
H 4.86 -1.75 2.26
H 5.62 -1.24 -1.36
H 1.01 -2.59 -2.45
H -0.63 -2.95 -0.60
H 0.00 -2.61 1.71
H 2.30 -1.94 2.34
H 1.66 1.67 -2.42
H -0.38 0.79 -3.45
H -2.69 -1.39 -1.90
H -2.45 -0.35 -3.32
H -3.38 0.22 -1.92
*
```

No. 7
ORCA calculation (ωB97M-V/def2-TZVPD) on a structure of composition C40H46FMgN5O6SSi.

Output
Kohn-Sham gap = 4.038 eV
E_tot = -3264.73689 hartree
LUMO level = -1.598 eV
Max |F| = 0.79 eV Å⁻¹

Geometry as ORCA input:
```
! RIJCOSX wB97M-V def2-TZVPD def2/J DEFGRID3
* xyz 0 1
Mg 0.62 1.55 0.85
F -4.38 0.05 -2.99
C -3.50 -0.81 -2.41
C -2.80 -0.42 -1.31
C -1.92 -1.32 -0.71
C -1.03 -0.81 0.35
O -1.13 0.36 0.69
C -0.06 -1.75 0.84
C -0.07 -3.02 0.39
N -0.87 -3.48 -0.62
C -0.78 -4.84 -1.08
C -0.11 -5.12 -2.40
C 0.56 -5.50 -1.11
C -1.78 -2.62 -1.21
C -2.50 -2.98 -2.36
C -3.33 -2.07 -2.98
N -3.92 -2.42 -4.23
C -4.23 -1.40 -5.21
C -4.25 -2.08 -6.60
N -3.63 -3.44 -6.42
C -4.55 -4.31 -5.61
C -4.85 -3.53 -4.30
C 1.13 -1.26 1.66
O 1.59 -1.97 2.54
O 1.58 -0.16 1.19
H -2.87 0.58 -0.91
H 0.64 -3.73 0.79
H -1.63 -5.46 -0.82
H 0.30 -4.26 -2.92
H -0.52 -5.90 -3.02
H 1.43 -4.92 -0.82
H 0.60 -6.55 -0.83
H -2.33 -3.95 -2.82
H -3.46 -0.63 -5.18
H -5.19 -0.91 -5.04
H -3.67 -1.54 -7.35
H -5.26 -2.24 -6.97
H -2.81 -3.29 -5.82
H -3.35 -3.88 -7.30
H -4.03 -5.25 -5.43
H -5.44 -4.50 -6.20
H -4.72 -4.18 -3.44
H -5.89 -3.18 -4.31
C -2.76 7.17 -0.50
O -1.57 7.60 0.12
C -0.72 6.63 0.59
C 0.53 7.10 1.02
C 1.44 6.18 1.46
C 1.18 4.80 1.50
C 2.25 3.86 1.81
C 3.37 4.24 2.73
O 2.27 2.70 1.37
C -0.13 4.33 1.13
O -0.49 3.11 1.25
C -1.06 5.30 0.65
H -3.20 8.06 -0.95
H -3.46 6.75 0.22
H -2.56 6.43 -1.28
H 0.75 8.16 0.97
H 2.42 6.54 1.76
H 3.52 5.31 2.84
H 4.29 3.76 2.41
H 3.11 3.84 3.72
H -2.02 4.92 0.35
C 1.42 -1.14 -2.21
Si 1.45 0.72 -2.58
C 3.26 1.21 -2.62
C 0.84 0.76 -4.39
C 0.52 1.74 -1.44
H 2.07 -1.68 -2.91
H 0.40 -1.55 -2.32
H 1.76 -1.32 -1.19
H 3.85 0.57 -3.28
H 3.68 1.14 -1.61
H 3.37 2.24 -2.95
H 1.46 0.19 -5.09
H 0.79 1.79 -4.73
H -0.18 0.35 -4.43
H -0.56 1.69 -1.67
H 0.83 2.79 -1.55
S 2.40 0.43 7.97
C 1.88 0.77 6.31
C 0.60 1.26 6.11
C 0.21 1.56 4.81
N 0.98 1.39 3.74
C 2.21 0.90 3.95
C 2.70 0.59 5.20
C 3.49 -0.94 7.71
C 3.00 -2.20 7.39
C 3.90 -3.23 7.20
N 5.23 -3.10 7.33
C 5.68 -1.89 7.66
C 4.86 -0.79 7.85
H -0.08 1.40 6.94
H -0.79 1.95 4.63
H 2.81 0.76 3.06
H 3.70 0.20 5.30
H 1.94 -2.36 7.26
H 3.55 -4.22 6.94
H 6.75 -1.79 7.76
H 5.28 0.18 8.11
*
```

No. 8
ORCA calculation (ωB97M-V/def2-TZVPD) on a structure of composition C12H25N2O2PSm.

Output
Kohn-Sham gap (alpha / beta) = 7.775 / 7.721 eV
ΔE to the lowest compared entry with this formula, charge and spin = 0.0 kcal per mole
E_tot = -1730.95435 hartree
LUMO level (alpha / beta) = -7.150 / -8.277 eV
Max |F| = 4.00 eV Å⁻¹
Expectation value of S² = 12.016

Geometry as ORCA input:
```
! RIJCOSX wB97M-V def2-TZVPD def2/J DEFGRID3
* xyz 2 7
C -0.33 2.59 -1.31
C -0.08 1.30 -2.06
N -0.17 0.10 -1.40
C 0.13 -1.07 -2.06
C 0.47 -1.06 -3.40
C 0.55 0.15 -4.08
C 0.23 1.34 -3.43
C -0.19 -2.41 -1.47
P 0.18 -2.39 0.45
H 0.21 2.27 -3.99
H 0.70 -2.06 -3.81
H 0.77 0.07 -5.16
C 1.54 2.48 0.24
C -0.48 3.60 0.87
H 0.45 -3.22 -1.90
H -1.42 2.79 -1.40
H 0.16 3.47 -1.81
C 1.81 -3.32 0.39
C -0.85 -3.93 0.80
H 2.08 -3.85 1.33
H 1.77 -4.10 -0.37
H 2.57 -2.58 0.12
H -1.07 -4.13 1.86
H -1.81 -3.81 0.26
H -0.36 -4.86 0.46
H -0.08 4.57 0.54
H -1.57 3.66 0.75
H -0.19 3.50 1.91
H 1.99 3.34 -0.30
H 1.82 2.51 1.30
H 1.98 1.62 -0.26
Sm -0.88 0.34 0.99
H 0.97 -0.90 1.15
O -2.99 0.41 0.78
H -1.19 -2.82 -1.83
H -3.07 -0.37 0.15
N 0.06 2.47 0.11
C -0.87 0.82 4.53
O -0.31 0.48 3.25
H -1.91 1.10 4.35
H -0.37 1.70 4.94
H -0.88 -0.03 5.21
H 0.62 0.21 3.34
*
```